# C17H19N4O2

The ion C17H19N4O2 with charge +1 in a non-equilibrium geometry (ωB97M-V/def2-TZVPD, the Open Molecules 2025 dataset).

The structure (SMILES) is CCc1[nH]c(O)nc1C(=O)c1ccc(-n2cc[n+](C)c2C)cc1. For the energy relative to the best compared isomer or geometry (same formula, charge and spin), the calculation gives 0.1153 eV. Its net charge is +1. The value obtained for the total energy is -1028.50813 Ha. The calculation puts the orbital gap at 7.697 eV.

Cartesian coordinates (Å):
1 C -4.25344 -4.06660 2.96965
2 C -4.32380 -2.56442 2.56396
3 C -3.81924 -2.37591 1.15345
4 N -4.46977 -2.82955 0.03731
5 C -3.71288 -2.57526 -1.04330
6 O -3.91577 -2.90959 -2.33021
7 N -2.67047 -1.87255 -0.71866
8 C -2.69668 -1.75044 0.67985
9 C -1.64940 -1.02632 1.48415
10 O -1.83396 -0.73266 2.68399
11 C -0.42747 -0.42811 0.88045
12 C 0.31428 -1.03156 -0.15399
13 C 1.48919 -0.40536 -0.61712
14 C 1.88983 0.86167 -0.14896
15 N 3.05601 1.45047 -0.63613
16 C 4.33841 0.93565 -0.65541
17 C 5.12455 1.86783 -1.29928
18 N 4.29544 2.93062 -1.64172
19 C 4.70971 4.18828 -2.28090
20 C 3.07870 2.65985 -1.30763
21 C 1.82131 3.48077 -1.64737
22 C 1.14751 1.44994 0.85387
23 C 0.04007 0.83241 1.41389
24 H -4.63399 -4.20743 3.98623
25 H -4.82675 -4.71635 2.28952
26 H -3.22299 -4.41864 2.93494
27 H -3.79571 -1.92692 3.28957
28 H -5.37343 -2.23667 2.58962
29 H -5.33563 -3.40147 0.00248
30 H -3.19807 -2.49613 -2.82327
31 H 0.04543 -2.00088 -0.57193
32 H 2.05704 -0.90834 -1.39081
33 H 4.61236 -0.01180 -0.20806
34 H 6.21803 1.84790 -1.46883
35 H 5.70731 4.46189 -2.01338
36 H 4.64907 4.14297 -3.37360
37 H 4.06480 4.99457 -1.91246
38 H 1.38443 3.85098 -0.72566
39 H 2.05413 4.32685 -2.27569
40 H 1.05322 2.87035 -2.10956
41 H 1.46666 2.41526 1.28331
42 H -0.45799 1.32471 2.25767

Atomic forces in eV per Å
-0.083 0.333 -0.078
-0.542 -0.636 -0.257
0.310 0.777 1.333
-2.140 -1.977 -0.416
1.962 1.605 -0.537
-1.243 -0.532 0.672
0.951 0.082 0.542
0.789 0.153 -0.321
-1.662 0.805 1.907
0.160 -0.980 -1.978
1.236 1.043 -0.533
0.519 0.802 0.522
-0.365 0.246 0.005
-1.652 -2.455 0.273
1.220 2.030 -1.723
0.651 1.016 -0.597
0.381 -0.903 0.747
2.117 0.224 -0.707
-0.704 0.383 -0.316
-3.336 -0.885 0.964
0.977 -0.641 0.885
0.022 0.991 0.992
-0.525 -1.244 -0.726
0.042 0.004 -0.199
0.055 0.306 0.214
0.055 0.045 0.076
0.047 -0.326 -0.629
0.135 -0.091 0.018
1.025 0.713 0.272
0.090 0.058 0.057
-0.138 0.347 0.160
0.110 0.097 -0.002
-0.195 0.236 -0.071
-1.092 0.207 0.063
0.663 -0.224 0.318
-0.108 -0.204 0.269
0.151 -0.291 -0.166
-0.021 0.143 0.135
0.111 0.033 -0.206
0.117 -0.274 -0.185
-0.100 -0.547 -0.284
0.011 -0.469 -0.491

***

# C7H12

A cluster of 2 separate species, C7H12 in total (ωB97M-V/def2-TZVPD, the Open Molecules 2025 dataset).

For the energy relative to the best compared isomer or geometry (same formula, charge and spin), the calculation gives 5.7920 eV. Its net charge is 0. The value obtained for the total energy is -273.69570 Ha. The calculation puts the orbital gap (alpha / beta) at 8.485 / 8.602 eV.

Cartesian coordinates (Å):
1 C -2.42619 -0.00037 0.26233
2 C -0.93723 -0.16399 0.02110
3 C -0.17264 0.96013 -0.73000
4 C 0.96741 0.73058 0.24289
5 C 1.04592 -2.21213 -1.19334
6 C 2.28498 0.86346 0.16221
7 C 0.04065 0.02395 1.21274
8 H -2.98599 -0.03135 -0.67923
9 H -2.63427 0.96236 0.74660
10 H -2.81293 -0.79431 0.91114
11 H -0.73253 -1.13223 -0.47020
12 H 0.02595 0.83184 -1.79903
13 H -0.65319 1.93493 -0.57148
14 H 1.59089 -1.44818 -1.79367
15 H 1.66454 -2.23009 -0.26657
16 H 2.75629 1.32720 -0.70153
17 H 2.94023 0.52449 0.96153
18 H -0.37549 0.71957 1.95393
19 H 0.41361 -0.86587 1.73058

Atomic forces in eV per Å
-0.023 0.001 0.003
-0.121 -0.058 -0.024
0.009 0.064 -0.137
0.272 0.045 -0.006
0.437 0.252 0.112
-0.159 0.042 0.034
0.042 -0.052 0.136
0.079 -0.004 0.127
0.046 -0.133 -0.067
0.055 0.102 -0.094
-0.033 0.153 0.080
-0.022 0.024 0.167
0.069 -0.139 0.010
-0.212 -0.208 0.023
-0.220 -0.112 -0.167
-0.097 -0.069 0.104
-0.123 0.029 -0.098
0.052 -0.081 -0.120
-0.054 0.145 -0.082

***

# C6H13NO2

A cluster of 2 separate species, C6H13NO2 in total in a non-equilibrium geometry (ωB97M-V/def2-TZVPD, the Open Molecules 2025 dataset).

The structure (SMILES) is C/C=[NH+]\[O-].C/C=C(\C)O. For the energy relative to the best compared isomer or geometry (same formula, charge and spin), the calculation gives 3.9655 eV. Its net charge is 0. The value obtained for the total energy is -441.53428 Ha. The calculation puts the orbital gap at 8.876 eV.

Cartesian coordinates (Å):
1 C 2.29426 -0.45537 -0.83057
2 C 0.96206 -0.95734 -1.26726
3 N 0.21695 -0.26510 -2.09619
4 O 0.25141 0.99891 -2.19097
5 H 3.09848 -0.96126 -1.37509
6 H 2.44322 -0.64786 0.23627
7 H 2.34749 0.60979 -1.00642
8 H 0.72664 -2.00671 -1.17398
9 H -0.67635 -0.69429 -2.35397
10 C -0.65461 2.16167 0.80395
11 C -1.21096 0.95352 0.12925
12 C -1.07604 -0.33044 0.51509
13 C -0.49328 -0.81427 1.81075
14 O -1.87611 -1.25439 -0.15813
15 H -0.03990 2.72233 0.09561
16 H -1.46001 2.82301 1.13342
17 H -0.03300 1.92546 1.66635
18 H -1.90942 1.15339 -0.67322
19 H 0.03581 -0.02365 2.33988
20 H -1.28586 -1.21359 2.46221
21 H 0.20928 -1.62336 1.62888
22 H -1.87006 -2.10043 0.30415

Atomic forces in eV per Å
-0.349 0.016 0.457
0.527 -0.172 -1.605
-0.161 -0.210 2.108
0.266 0.234 -0.887
-0.116 0.025 0.019
0.038 0.014 -0.079
0.084 0.215 -0.035
-0.203 -0.068 -0.086
0.180 -0.193 -0.285
0.329 0.037 -0.190
-0.207 -0.923 0.710
-1.303 1.466 0.619
0.111 -0.144 -0.308
0.300 -0.272 -0.164
-0.012 0.058 0.065
0.013 -0.037 0.009
-0.009 0.006 0.017
0.170 -0.107 -0.213
-0.087 -0.066 -0.039
0.123 0.188 -0.153
0.219 -0.223 0.067
0.087 0.155 -0.026

***

# C4H12N3

The ion C4H12N3 with charge +1 in a non-equilibrium geometry (ωB97M-V/def2-TZVPD, the Open Molecules 2025 dataset).

The structure (SMILES) is CN[C@@H]1CN1[NH2+]C. For the energy relative to the best compared isomer or geometry (same formula, charge and spin), the calculation gives 4.8642 eV. Its net charge is +1. The value obtained for the total energy is -323.49951 Ha. The calculation puts the orbital gap at 9.968 eV.

Cartesian coordinates (Å):
1 C 0.96101 2.18739 0.13152
2 N 0.08592 1.55493 1.12240
3 C -0.77014 0.62268 0.76446
4 C -1.10494 -0.54688 1.46076
5 N -0.13678 -0.76532 0.42913
6 N -0.51472 -1.62419 -0.76613
7 C 0.68342 -1.53218 -1.62430
8 H 0.39608 2.64245 -0.72477
9 H 1.40194 3.05834 0.70629
10 H 1.81871 1.71290 -0.26767
11 H 0.64256 1.35163 1.93638
12 H -1.46778 1.11341 0.03157
13 H -0.65702 -0.74805 2.42431
14 H -2.24031 -0.64635 1.40359
15 H -1.39905 -1.25057 -1.21827
16 H -0.71403 -2.63388 -0.48084
17 H 1.58738 -2.01792 -1.10256
18 H 0.50031 -1.98803 -2.64620
19 H 0.92744 -0.49037 -1.57966

Atomic forces in eV per Å
-1.034 3.448 0.717
3.120 1.666 0.944
-0.852 1.648 -3.623
-2.766 -1.105 2.309
-0.200 -1.601 -1.556
-1.357 -0.121 1.067
1.370 -1.440 -0.431
0.216 -0.515 0.837
-0.481 -0.701 -0.897
0.611 -1.558 -0.217
-0.128 -0.169 0.367
0.160 -1.432 0.339
-0.420 -0.015 0.321
1.603 -0.959 -0.108
1.267 -0.524 0.340
0.307 1.664 -0.149
-1.740 0.340 -0.727
0.237 0.783 1.286
0.090 0.591 -0.816

***

# C8H16N

A cluster of 2 separate species, C8H16N in total in a non-equilibrium geometry (ωB97M-V/def2-TZVPD, the Open Molecules 2025 dataset).

For the energy relative to the best compared isomer or geometry (same formula, charge and spin), the calculation gives 3.7646 eV. Its net charge is +1. The value obtained for the total energy is -368.79822 Ha. The calculation puts the orbital gap at 10.262 eV.

Cartesian coordinates (Å):
1 C -1.19121 -2.76737 -0.03471
2 C -0.83815 -1.57800 0.09765
3 C 2.72172 -0.56197 0.70770
4 C -0.64736 1.56165 1.41433
5 C 0.18380 1.45076 -1.05077
6 C -2.20940 0.83698 -0.46068
7 C 2.58626 -1.06958 -0.53607
8 C -0.72415 0.81827 0.07487
9 N -0.20620 -0.50877 0.24403
10 H -1.60830 -3.33124 0.81496
11 H 2.09646 -0.91278 1.41924
12 H 3.48825 0.12767 0.87977
13 H -1.38892 -3.18884 -1.03788
14 H 0.29191 1.19678 1.99880
15 H -0.64586 2.69966 1.34962
16 H -1.53918 1.37865 2.10534
17 H 0.16133 0.79192 -1.93383
18 H 1.13347 1.44882 -0.66463
19 H -0.17541 2.36919 -1.46597
20 H -2.68379 -0.07341 -0.01466
21 H -2.67973 1.81868 -0.32191
22 H -2.15970 0.60855 -1.50300
23 H 1.93799 -1.91071 -0.75921
24 H 3.25939 -0.67934 -1.36818
25 H 0.83676 -0.52555 0.04516

Atomic forces in eV per Å
-2.264 -3.189 -0.519
1.797 2.412 0.549
0.825 -0.828 -4.017
0.596 0.415 2.110
-2.437 -1.763 -0.223
1.388 -1.559 1.002
1.841 0.971 -0.217
-2.096 3.512 -1.336
0.142 -0.988 -1.115
0.536 0.187 -0.298
-1.432 -0.924 2.766
0.719 1.130 0.578
0.302 0.273 0.552
-1.486 0.940 -0.914
0.345 -1.548 -0.379
1.090 -0.257 -1.070
0.100 -0.158 0.345
2.562 0.717 0.521
-0.115 0.854 0.519
-0.501 1.313 0.032
-0.012 -0.626 0.313
-0.123 0.034 -0.906
-0.076 0.075 -0.113
-1.089 -0.758 1.121
-0.611 -0.238 0.701

***

# C5H12N

The ion C5H12N with charge +1 in a non-equilibrium geometry (ωB97M-V/def2-TZVPD, the Open Molecules 2025 dataset).

The structure (SMILES) is C=CC[C@@H](C)[NH3+]. For the energy relative to the best compared isomer or geometry (same formula, charge and spin), the calculation gives 2.3350 eV. Its net charge is +1. The value obtained for the total energy is -252.14531 Ha. The calculation puts the orbital gap at 9.419 eV.

Cartesian coordinates (Å):
1 C -3.07682 0.19197 -0.46916
2 C -1.76344 0.38126 -0.28147
3 C -0.60354 -0.48339 0.10770
4 C 0.81767 0.04995 -0.25720
5 C 1.44844 1.19358 0.68307
6 N 1.78405 -1.18218 -0.05937
7 H -3.72918 1.13643 -0.46845
8 H -3.70934 -0.77410 -0.59850
9 H -1.48787 1.39009 -0.31929
10 H -0.65140 -0.86248 1.12127
11 H -0.77639 -1.30332 -0.56644
12 H 0.96633 0.33913 -1.30761
13 H 1.51828 0.77282 1.67986
14 H 2.51404 1.40025 0.19558
15 H 0.91612 2.16972 0.77371
16 H 1.40097 -2.08876 -0.48520
17 H 1.84578 -1.33801 0.95361
18 H 2.58628 -0.99298 -0.70213

Atomic forces in eV per Å
-1.534 -0.327 -0.073
-0.878 0.376 0.715
0.216 -0.401 -1.867
-0.149 0.729 1.353
1.289 -0.590 -2.178
-1.511 -0.560 -2.245
1.138 -1.541 -0.464
1.627 1.541 0.577
0.259 1.679 0.179
0.034 0.177 0.376
0.317 -1.198 -0.072
-0.522 -0.210 0.293
0.321 0.090 0.275
-2.098 -0.234 1.460
0.103 -1.007 -0.528
0.104 1.567 0.820
1.135 0.069 -0.427
0.149 -0.159 1.804

***

# C6H14S

A cluster of 2 separate species, C6H14S in total in a non-equilibrium geometry (ωB97M-V/def2-TZVPD, the Open Molecules 2025 dataset).

For the energy relative to the best compared isomer or geometry (same formula, charge and spin), the calculation gives 0.0000 eV. Its net charge is 0. The value obtained for the total energy is -635.01139 Ha. Its multiplicity is 3. The calculation puts the orbital gap (alpha / beta) at 5.173 / 7.900 eV.

Cartesian coordinates (Å):
1 C -4.04927 -0.52678 0.14364
2 C 1.67503 0.34919 0.10993
3 C 1.99380 1.20450 1.07067
4 C 1.49832 -2.12447 -0.34898
5 C -0.36897 2.17556 -0.52209
6 C 2.42355 -0.93012 -0.13482
7 S 0.35637 0.59637 -1.04258
8 H -4.33043 0.02865 1.02893
9 H -3.11660 -0.14079 -0.24751
10 H 2.81346 0.99030 1.73524
11 H 1.48339 2.13435 1.24213
12 H -4.82394 -0.42919 -0.60498
13 H 0.93642 -2.00846 -1.27187
14 H 0.79295 -2.20947 0.47370
15 H 2.07627 -3.04266 -0.40898
16 H 0.36532 2.97051 -0.61212
17 H -1.19686 2.35872 -1.19880
18 H -0.73602 2.09235 0.49656
19 H 3.08108 -1.11499 0.71606
20 H 3.05036 -0.80230 -1.02182
21 H -3.92424 -1.57127 0.39769

Atomic forces in eV per Å
0.015 -0.007 0.008
-3.139 -5.926 -6.990
1.986 5.628 5.906
0.249 -0.079 0.016
0.190 -0.332 -0.079
-0.491 0.486 0.030
1.035 0.327 1.150
-0.049 0.106 0.165
0.189 0.070 -0.073
0.100 0.020 0.122
-0.015 0.132 0.077
-0.156 0.025 -0.153
-0.091 -0.114 -0.076
-0.092 -0.028 0.072
0.019 -0.171 -0.086
-0.076 0.064 0.014
-0.074 0.056 -0.033
-0.057 0.088 -0.003
0.055 0.029 0.003
0.376 -0.184 -0.122
0.026 -0.190 0.050

***

# C10H14B2F4N6Sn

A structure of composition C10H14B2F4N6Sn in a non-equilibrium geometry (ωB97M-V/def2-TZVPD, the Open Molecules 2025 dataset).

For the energy relative to the best compared isomer or geometry (same formula, charge and spin), the calculation gives 3.0039 eV. Its net charge is +2. The value obtained for the total energy is -1380.90031 Ha. The calculation puts the orbital gap (alpha / beta) at 4.858 / 5.483 eV.

Cartesian coordinates (Å):
1 C 2.79224 -0.52515 0.16437
2 N 1.54182 -0.38882 -0.34129
3 N 1.65750 0.07707 -1.65221
4 C 2.97761 0.14648 -1.98133
5 C 3.71002 -0.22489 -0.85302
6 B 0.38793 0.31878 -2.59344
7 N -0.57005 -0.89343 -2.39520
8 N -0.76720 -1.46236 -1.13816
9 C -1.54392 -2.56151 -1.30412
10 C -1.77366 -2.74750 -2.67535
11 C -1.15946 -1.68594 -3.32091
12 Sn -0.36782 -0.66178 1.21815
13 N -0.20754 1.87174 -2.56630
14 N -0.59000 2.49404 -1.38710
15 C -1.16728 3.66110 -1.65009
16 C -1.04883 3.92406 -3.05710
17 C -0.46867 2.75317 -3.59674
18 H -1.66457 4.27833 -0.87612
19 H -0.19177 2.48333 -4.64120
20 H -1.34267 4.83003 -3.58050
21 H 0.79260 0.30249 -3.73302
22 H -1.06055 -1.43618 -4.38213
23 H 3.28074 0.46537 -2.99272
24 H -2.33163 -3.56290 -3.12333
25 H 4.78439 -0.27454 -0.75415
26 H -1.94401 -3.15801 -0.48144
27 H 2.98504 -0.73710 1.21635
28 H -2.66797 -0.92345 1.73774
29 C -2.09933 -1.77564 2.21712
30 H -2.68706 -2.57693 1.74790
31 H -0.96045 -2.09633 2.10351
32 H -2.28639 -1.70201 3.28742
33 F 1.32143 1.30889 2.29914
34 B 0.85174 0.63188 3.40585
35 F 0.88005 -1.11623 2.75026
36 F 1.75377 0.42790 4.37667
37 F -0.47713 0.85454 3.65526

Atomic forces in eV per Å
-0.210 0.794 -1.284
0.635 0.326 0.786
-1.223 0.093 0.501
-0.740 -0.065 0.717
0.146 -0.022 0.164
1.413 -0.087 -0.865
-0.066 0.238 1.572
-1.422 -0.484 0.591
0.339 0.843 -1.230
-0.349 -0.268 0.166
0.260 0.217 0.309
3.431 3.702 -4.891
-0.690 1.590 -1.837
-1.114 0.668 0.856
0.356 -0.531 -0.263
-0.806 0.779 1.303
1.900 -3.812 0.534
0.739 -0.510 -0.598
-0.354 0.376 1.002
0.109 -0.285 0.006
-0.152 -0.172 0.237
-0.095 -0.223 0.553
-0.190 -0.337 0.805
0.188 0.261 0.033
-0.114 0.008 -0.126
0.446 0.236 -0.270
-0.183 -0.161 -0.461
1.236 -0.137 0.262
-1.478 -1.251 0.011
0.480 -0.366 0.387
-2.606 -1.208 1.159
0.336 -0.093 0.096
-0.804 -0.943 0.278
1.941 1.373 1.482
-0.781 0.214 -0.779
-1.276 0.149 -0.693
0.697 -0.910 -0.510